# 1
Computed, not measured: a structure of composition C4H16FHfN8O4, with ωB97M-V with the def2-TZVPD basis set.

Each line ends with the natural charge from an NBO analysis.
Cartesian coordinates (Å):
Hf1 3.401 1.173 -1.075  1.882
F1 1.397 0.752 0.046  -0.816
C1 -1.368 -1.579 -1.485  0.689
O1 -2.111 -2.532 -1.705  -0.331
N1 -1.031 -0.747 -2.412  -0.752
N2 -0.909 -1.301 -0.324  -0.676
H1 -0.366 0.012 -2.366  0.409
H2 -1.544 -0.934 -3.262  0.446
H3 -0.358 -0.463 -0.202  0.416
H4 -1.282 -1.818 0.460  0.441
C2 -0.220 -0.032 3.292  0.688
O2 -0.343 -0.635 4.302  -0.397
N3 0.907 0.210 2.778  -0.624
N4 -1.122 0.589 2.552  -0.634
H5 1.642 0.015 3.443  0.448
H6 1.062 0.486 1.819  0.426
H7 -2.047 0.656 2.953  0.448
H8 -0.877 1.144 1.744  0.413
C3 -1.516 2.800 0.469  0.720
O3 -1.835 1.807 -0.075  -0.562
N5 -0.367 3.183 0.839  -0.781
N6 -2.319 3.576 1.138  -0.668
H9 -0.168 4.068 1.283  0.428
H10 0.384 2.524 0.691  0.397
H11 -1.954 4.337 1.693  0.411
H12 -3.323 3.478 1.166  0.441
C4 2.330 -2.165 -1.960  0.804
O4 2.831 -1.144 -1.567  -0.830
N7 1.682 -3.086 -1.322  -0.763
N8 2.152 -2.398 -3.242  -0.759
H13 1.278 -2.935 -0.409  0.422
H14 1.523 -3.926 -1.860  0.427
H15 1.764 -3.283 -3.535  0.421
H16 2.707 -1.832 -3.867  0.415

Charge: +3
Lowest unoccupied orbital energy, eV: -16.36


# 2
Computed, not measured: a cluster of 2 separate species, C5H16N3O in total, with ωB97M-V with the def2-TZVPD basis set.

Each line ends with the natural charge from an NBO analysis.
Cartesian coordinates (Å):
C1 1.042 -0.215 1.957  -0.253
C2 2.239 -1.222 2.225  -0.599
C3 0.356 1.609 0.318  0.709
N1 1.264 0.770 0.867  -0.573
N2 -0.984 1.261 0.225  -0.778
N3 0.776 2.810 -0.358  -0.779
H1 0.186 -1.030 1.805  0.227
H2 0.841 0.258 2.973  0.224
H3 1.901 -2.213 2.425  0.236
H4 2.907 -0.898 2.941  0.221
H5 2.207 1.042 0.870  0.411
H6 -1.165 0.264 0.402  0.459
H7 -1.545 1.733 -0.560  0.422
H8 1.705 2.950 -0.484  0.410
H9 0.001 3.337 -0.808  0.427
H10 2.775 -1.101 1.307  0.204
C4 -1.971 -1.114 -1.627  -0.066
C5 -1.825 -2.365 -2.488  -0.651
O1 -0.744 -0.913 -0.820  -0.786
H11 -1.898 -0.177 -2.148  0.174
H12 -2.900 -1.082 -0.959  0.184
H13 -2.213 -3.216 -1.828  0.223
H14 -0.203 -1.710 -0.772  0.486
H15 -0.735 -2.491 -2.575  0.213
H16 -2.352 -2.419 -3.473  0.254

Charge: +1
Lowest unoccupied orbital energy, eV: -2.85


# 3
Computed, not measured: a structure of composition C34H33BrN3O3PbS3, with ωB97M-V with the def2-TZVPD basis set.

Each line ends with the Löwdin charge.
Cartesian coordinates (Å):
Pb1 0.071 -0.127 -0.451  1.384
C1 3.233 -1.637 2.868  -0.156
C2 2.825 -2.603 1.873  -0.206
C3 2.944 -2.000 0.591  -0.214
C4 3.337 -0.623 0.828  -0.216
C5 3.469 -0.407 2.207  -0.242
C6 3.964 0.866 2.849  -0.062
C7 3.712 0.411 -0.170  -0.052
C8 2.741 -2.644 -0.712  -0.069
C9 2.435 -4.014 2.088  -0.058
C10 3.189 -1.975 4.324  -0.024
H1 3.445 1.041 3.807  0.068
H2 3.574 1.719 2.141  0.091
H3 5.096 0.920 2.918  0.088
H4 3.151 1.349 -0.021  0.068
H5 3.471 0.166 -1.225  0.071
H6 4.806 0.634 -0.123  0.102
H7 3.286 -3.634 -0.769  0.096
H8 2.995 -2.108 -1.638  0.075
H9 1.653 -2.913 -0.802  0.067
H10 3.228 -4.752 2.220  0.071
H11 1.906 -4.314 1.133  0.086
H12 1.685 -4.155 2.926  0.096
H13 3.489 -2.977 4.492  0.060
H14 2.148 -1.901 4.650  0.097
H15 3.783 -1.258 4.889  0.074
C11 0.484 4.255 -3.668  -0.040
C12 0.618 2.852 -3.125  -0.229
N1 0.643 2.601 -1.813  0.019
N2 0.328 3.632 -1.074  -0.117
C13 0.148 3.554 0.259  -1.094
S1 0.086 2.300 1.413  0.589
S2 -0.475 5.144 0.751  0.842
C14 -2.335 4.942 0.645  -0.373
C15 -2.830 4.241 1.868  -0.324
C16 -3.210 2.890 1.819  -0.078
C17 -3.381 2.169 2.993  -0.085
C18 -3.250 2.772 4.244  -0.111
C19 -2.948 4.095 4.315  -0.093
C20 -2.705 4.852 3.128  -0.049
C21 0.489 1.791 -4.079  -0.078
C22 0.328 2.129 -5.465  -0.061
C23 0.109 1.157 -6.415  -0.094
C24 0.096 -0.236 -6.043  -0.091
C25 0.310 -0.606 -4.767  -0.040
C26 0.618 0.329 -3.729  -0.337
O1 1.035 -0.084 -2.581  -0.271
H16 0.477 4.945 -2.828  0.059
H17 -0.394 4.352 -4.306  0.087
H18 1.391 4.565 -4.184  0.087
H19 -2.544 4.456 -0.320  0.069
H20 -2.681 5.964 0.684  0.065
H21 -3.298 2.394 0.865  0.051
H22 -3.595 1.112 2.896  0.105
H23 -3.440 2.138 5.098  0.096
H24 -2.798 4.587 5.231  0.078
H25 -2.409 5.896 3.239  0.105
H26 0.423 3.144 -5.782  0.084
H27 -0.020 1.448 -7.450  0.085
H28 -0.060 -1.027 -6.767  0.097
H29 0.413 -1.655 -4.357  0.137
S3 -4.047 1.988 -1.799  0.545
C27 -2.762 1.054 -1.680  -0.986
N3 -1.971 0.147 -1.597  -0.079
Br1 -3.183 -6.495 -2.657  0.692
C28 -2.889 -5.650 -0.968  -0.668
C29 -3.707 -6.003 0.072  -0.155
C30 -3.658 -5.362 1.325  -0.076
C31 -2.949 -4.194 1.465  -0.020
C32 -2.126 -3.857 0.395  -0.134
C33 -2.031 -4.559 -0.781  -0.050
C34 -1.203 -2.652 0.586  -0.616
O2 -0.431 -2.427 -0.445  -0.263
O3 -1.216 -1.975 1.615  -0.016
H30 -4.439 -6.790 -0.044  0.091
H31 -4.250 -5.725 2.152  0.098
H32 -3.010 -3.537 2.337  0.124
H33 -1.387 -4.126 -1.566  0.128

Charge: -1
Lowest unoccupied orbital energy (alpha / beta), eV: -0.35 / 1.09


For the records above, the corresponding molecular weight values read 437.712 134.203 914.961 g/mol.
For the records above, the corresponding maximum force values read 8.1 6.9 3.6 eV/Å.